# 1
ORCA calculation (the ωB97M-V functional and the def2-TZVPD basis) on C2H10N4O as an isolated structure at a distorted geometry.

The relative energy (zero: lowest compared OMol25 entry of this formula, charge and spin) is 611.7 kJ/mol. Its HOMO energy is -0.3175 Ha. As for the total charge: 0. The calculation puts the largest force on an atom at 2.55 eV Å⁻¹.

Positions of all 17 atoms, in Å:
1 C -0.32104 1.30235 0.00483
2 C -2.46644 -0.51661 0.05861
3 N -1.14706 -0.26369 0.62623
4 O 0.30788 1.41664 1.16379
5 H -0.68695 0.34520 1.49600
6 H -0.49790 -1.02457 0.41719
7 H -1.25966 1.83608 -0.21599
8 H 0.25186 1.62044 -0.87970
9 H -3.15211 0.26016 0.39571
10 H -2.81094 -1.50294 0.37461
11 H -2.43585 -0.53522 -1.03947
12 N 2.59587 -0.33454 0.36752
13 N 1.59710 -0.75898 -0.37993
14 N 1.63301 -0.76218 -1.61538
15 H 3.54543 -0.45890 0.00984
16 H 2.24282 0.14597 1.20896
17 H 2.60398 -0.76923 -1.99281

In elementary charge units, the Mulliken charges are: number 1, C, carries -0.19; number 2, C, carries -0.81; number 3, N, carries -0.36; number 4, O, carries -0.75; number 5, H, carries 0.36; number 6, H, carries 0.33; number 7, H, carries 0.23; number 8, H, carries 0.28; number 9, H, carries 0.32; number 10, H, carries 0.30; number 11, H, carries 0.30; number 12, N, carries -0.47; number 13, N, carries 0.27; number 14, N, carries -0.50; number 15, H, carries 0.23; number 16, H, carries 0.27; number 17, H, carries 0.18

# 2
ORCA calculation (the ωB97M-V functional and the def2-TZVPD basis) on C49H136AgB2N24O17 as an isolated structure at a distorted geometry.

Its HOMO energy (alpha / beta) is -0.2759 / -0.2759 Ha. Its spin multiplicity is 2. As for the total charge: 0. The calculation puts the largest force on an atom at 4.15 eV Å⁻¹.

Positions of all 229 atoms, in Å:
1 Ag -2.53447 1.38580 -0.16199
2 B 0.46973 -1.84220 0.90186
3 H 0.80103 -0.77086 -0.41780
4 H -0.05995 -2.77926 0.52468
5 H 1.63805 -2.16237 1.66115
6 H -0.54357 -1.07062 1.76782
7 B -4.75101 4.00311 -0.57148
8 H -6.01766 3.93515 -0.51432
9 H -4.20611 2.70956 -0.89320
10 H -6.13359 7.07294 -5.74427
11 H -5.35078 5.71895 3.14828
12 C 3.12919 -3.77608 -4.50997
13 O 2.21662 -2.82318 -3.94877
14 H 3.77579 -3.31997 -5.26173
15 H 3.66809 -4.12133 -3.62885
16 H 2.62897 -4.58567 -5.03934
17 H 1.43370 -2.66502 -4.52286
18 C 1.11400 -5.25366 2.32361
19 O 1.85526 -6.27064 1.57911
20 H 1.47393 -4.27290 2.00679
21 H 0.04875 -5.42625 2.26919
22 H 1.47524 -5.34207 3.34294
23 H 1.96502 -5.90606 0.69901
24 C 0.97244 -5.02783 -1.36237
25 O 0.31432 -3.94165 -2.04143
26 H 0.33373 -5.89464 -1.39407
27 H 1.94932 -5.10767 -1.83989
28 H 1.03713 -4.63631 -0.35595
29 H 0.98887 -3.41717 -2.46021
30 C 0.62228 -0.64110 4.90472
31 C 1.61535 -1.03253 6.04565
32 C 1.41896 -0.23620 7.26654
33 C 2.08699 -0.80745 8.51186
34 C 1.67527 -2.26613 8.67632
35 C 1.85397 -3.14227 7.45794
36 N 1.19648 -2.40899 6.35336
37 O 1.65458 -3.17878 5.11345
38 C 3.32836 -3.46264 7.30498
39 C 1.05865 -4.41947 7.62174
40 C 2.99782 -0.85622 5.51459
41 H 0.94434 0.34619 4.50426
42 H -0.41338 -0.60251 5.23946
43 H 0.66454 -1.31717 4.03616
44 H 1.77942 0.78083 7.16656
45 H 0.32678 -0.20968 7.40766
46 H 1.82616 -0.35007 9.47095
47 H 3.15808 -0.65052 8.34563
48 H 0.61017 -2.32309 8.92530
49 H 2.15117 -2.78972 9.51248
50 H 3.44164 -4.00272 6.36236
51 H 3.95465 -2.57636 7.34956
52 H 3.69700 -4.06536 8.14924
53 H 1.25727 -4.81076 8.63912
54 H -0.00296 -4.16919 7.44176
55 H 1.43292 -5.20739 6.96844
56 H 3.78847 -1.19851 6.16145
57 H 3.12954 0.19516 5.30615
58 H 3.16568 -1.56220 4.71119
59 H 0.96003 -3.83838 5.13116
60 C -6.50011 1.08131 -5.36836
61 C -5.86630 0.22700 -4.19980
62 C -6.87069 -0.10677 -3.15655
63 C -7.85923 -1.14949 -3.58169
64 C -7.08110 -2.38355 -4.03697
65 C -6.00881 -2.11073 -5.07762
66 N -5.18809 -1.01112 -4.60644
67 O -4.31786 -0.60012 -5.68158
68 C -5.09480 -3.33287 -5.12296
69 C -6.69672 -1.95527 -6.47353
70 C -4.79538 1.17133 -3.52802
71 H -6.82076 2.04570 -4.97135
72 H -7.36247 0.65057 -5.85819
73 H -5.74707 1.42168 -6.05087
74 H -6.28507 -0.50183 -2.32948
75 H -7.37327 0.76946 -2.75837
76 H -8.41032 -0.71741 -4.44318
77 H -8.53735 -1.46145 -2.78997
78 H -7.76385 -3.11287 -4.44756
79 H -6.57115 -2.80666 -3.16748
80 H -4.38013 -3.25955 -5.94414
81 H -4.56765 -3.44785 -4.17664
82 H -5.71801 -4.21152 -5.18555
83 H -6.08852 -1.50723 -7.27708
84 H -6.97481 -2.97368 -6.76612
85 H -7.57649 -1.28800 -6.38613
86 H -5.36377 1.81679 -2.86299
87 H -4.23892 1.84776 -4.19210
88 H -4.14755 0.57707 -2.86469
89 H -4.93420 -0.14767 -6.28998
90 C 7.29238 -5.45453 0.08892
91 C 7.08455 -3.89737 0.34462
92 C 5.83103 -3.47473 -0.29570
93 C 4.55936 -3.89993 0.46219
94 C 4.64302 -3.61064 1.98964
95 C 5.94410 -4.01520 2.67094
96 N 6.95399 -3.51723 1.76081
97 O 8.23852 -3.66243 2.38828
98 C 6.15355 -3.39536 4.09058
99 C 5.94483 -5.58466 2.90537
100 C 8.29632 -3.13764 -0.19882
101 H 7.90479 -5.98465 0.80688
102 H 7.79466 -5.61602 -0.88460
103 H 6.31773 -5.92512 0.12191
104 H 5.77558 -2.40590 -0.27943
105 H 5.71150 -3.87381 -1.29364
106 H 4.50836 -4.99266 0.31564
107 H 3.64098 -3.38985 0.10216
108 H 3.79061 -4.11033 2.45420
109 H 4.58662 -2.53967 2.08381
110 H 5.14966 -3.32788 4.51560
111 H 6.79639 -3.96969 4.73511
112 H 6.53429 -2.36970 4.01907
113 H 7.00822 -5.86473 2.97688
114 H 5.46012 -5.80125 3.87085
115 H 5.48681 -6.18226 2.12314
116 H 8.21235 -3.07354 -1.28293
117 H 9.21959 -3.64294 0.05516
118 H 8.36124 -2.12810 0.20050
119 H 8.36336 -4.63300 2.44519
120 C -3.60080 7.46652 -1.62182
121 C -2.43289 7.70858 -2.57109
122 C -1.95512 9.11915 -2.47450
123 C -0.96557 9.46984 -1.41953
124 C 0.15836 8.44239 -1.41775
125 C -0.40797 7.08668 -1.22927
126 N -1.22567 6.78954 -2.43802
127 O -1.74437 5.43014 -2.11750
128 C 0.73238 6.07859 -1.40562
129 C -0.97587 6.87103 0.15897
130 C -2.96839 7.33039 -3.97023
131 H -3.41799 7.80208 -0.58178
132 H -3.87680 6.42888 -1.59642
133 H -4.43218 8.09477 -1.99327
134 H -1.53536 9.32189 -3.47444
135 H -2.84029 9.77862 -2.49253
136 H -1.29763 9.39717 -0.36494
137 H -0.63363 10.50211 -1.59404
138 H 0.70701 8.70989 -0.52672
139 H 0.82283 8.50700 -2.28185
140 H 0.91919 5.87251 -2.45707
141 H 1.66040 6.40187 -0.91750
142 H 0.62967 5.14360 -0.87427
143 H -1.86325 7.45325 0.40629
144 H -1.25125 5.80277 0.13712
145 H -0.17944 7.14633 0.84306
146 H -3.37640 6.32552 -3.96911
147 H -2.19838 7.35996 -4.73970
148 H -3.72406 7.94917 -4.47891
149 H -1.52889 4.93172 -2.92367
150 C -7.53937 -0.74338 1.51709
151 O -8.32584 -1.65557 1.75331
152 N -6.35626 -0.49564 2.18133
153 N -7.71994 0.28306 0.58543
154 H -6.14103 -1.10808 2.92172
155 H -6.06446 0.47449 2.28701
156 H -8.47623 0.19555 -0.10131
157 H -6.81184 0.44197 0.12126
158 C 4.58146 0.08485 -0.47069
159 O 5.55980 0.70921 -0.95363
160 N 4.45795 -0.00331 0.97170
161 N 3.70833 -0.66314 -1.21784
162 H 3.60271 -0.34091 1.39164
163 H 4.98425 0.66691 1.47716
164 H 2.93641 -1.21787 -0.81546
165 H 3.86609 -0.75263 -2.20301
166 C -0.65762 2.34757 -2.72113
167 O -1.71639 1.75069 -2.36502
168 N -0.82909 3.14275 -3.93700
169 N 0.49435 2.55965 -1.98287
170 H -1.28989 2.62406 -4.68227
171 H 0.04988 3.59558 -4.17731
172 H 1.26631 2.81357 -2.58926
173 H 0.66418 1.96083 -1.20137
174 C -3.66409 -2.24278 -1.20425
175 O -3.48423 -1.01820 -0.99408
176 N -4.79095 -2.84375 -0.70006
177 N -2.81870 -2.97442 -2.00156
178 H -5.12304 -2.66122 0.23437
179 H -5.02469 -3.77157 -1.04204
180 H -1.93965 -2.78521 -2.47637
181 H -2.79238 -3.94678 -1.74065
182 C -2.93110 2.41964 5.46482
183 O -3.93757 1.72446 5.30410
184 N -2.83791 3.43480 6.44976
185 N -1.69820 2.23257 4.77161
186 H -3.56489 3.58228 7.14047
187 H -2.08081 4.07960 6.40233
188 H -0.78257 2.32691 5.20068
189 H -1.83751 1.62339 3.96314
190 C -0.24178 3.26247 2.08039
191 O -1.18907 3.15985 1.31013
192 N 0.67226 2.20734 2.46520
193 N 0.20855 4.52505 2.47590
194 H 0.41102 1.29240 2.06170
195 H 1.60996 2.46325 2.20919
196 H -0.43311 5.30226 2.26698
197 H 0.71595 4.46439 3.34839
198 C 5.47747 -0.31881 -4.41907
199 O 4.25856 -0.12606 -4.24828
200 N 6.41220 -0.06916 -3.41401
201 N 6.08422 -0.66965 -5.70968
202 H 7.32334 0.23193 -3.70606
203 H 6.14219 0.22450 -2.46528
204 H 6.74407 -1.41579 -5.50436
205 H 5.36908 -0.95585 -6.37703
206 C -2.82016 -0.94798 3.41426
207 O -2.30517 0.08185 2.94822
208 N -3.50223 -0.95605 4.70049
209 N -2.90643 -2.19332 2.76152
210 H -4.07880 -1.72976 4.96512
211 H -3.72259 -0.04787 5.06054
212 H -3.31428 -2.94466 3.28609
213 H -2.31200 -2.35120 1.96295
214 C -0.42934 -1.08692 -4.53649
215 O -0.03923 -1.70714 -5.54292
216 N 0.54888 -0.44766 -3.73136
217 N -1.74046 -0.86931 -4.09697
218 H 1.48057 -0.76453 -3.91739
219 H 0.32804 -0.39911 -2.72690
220 H -1.80771 -0.22051 -3.31991
221 H -2.52996 -1.04293 -4.71507
222 C 3.47026 3.74382 -3.81965
223 O 2.24911 3.73113 -4.06875
224 N 4.31595 4.88163 -3.98428
225 N 4.11141 2.64111 -3.29102
226 H 5.27455 4.67857 -4.27760
227 H 3.84405 5.70411 -4.34676
228 H 4.99974 2.74035 -2.83690
229 H 3.69152 1.70523 -3.28991

Atom charges from the Mulliken analysis, given in e for atoms 1 to 99: number 1, Ag, carries 1.20; number 2, B, carries 0.45; number 3, H, carries -0.16; number 4, H, carries -0.47; number 5, H, carries -0.28; number 6, H, carries -0.30; number 7, B, carries 0.06; number 8, H, carries 0.03; number 9, H, carries -0.29; number 10, H, carries 0.02; number 11, H, carries -0.09; number 12, C, carries -0.67; number 13, O, carries -0.27; number 14, H, carries 0.20; number 15, H, carries 0.07; number 16, H, carries 0.33; number 17, H, carries 0.14; number 18, C, carries 0.09; number 19, O, carries -0.61; number 20, H, carries -0.44; number 21, H, carries 0.29; number 22, H, carries 0.22; number 23, H, carries 0.29; number 24, C, carries 0.17; number 25, O, carries -0.31; number 26, H, carries 0.34; number 27, H, carries 0.29; number 28, H, carries -0.63; number 29, H, carries 0.12; number 30, C, carries -1.61; number 31, C, carries 2.54; number 32, C, carries -1.42; number 33, C, carries -0.72; number 34, C, carries -1.59; number 35, C, carries 2.23; number 36, N, carries -0.36; number 37, O, carries 0.04; number 38, C, carries -1.67; number 39, C, carries -2.04; number 40, C, carries -2.04; number 41, H, carries 0.09; number 42, H, carries 0.42; number 43, H, carries -0.07; number 44, H, carries 0.40; number 45, H, carries 0.38; number 46, H, carries 0.44; number 47, H, carries 0.33; number 48, H, carries 0.43; number 49, H, carries 0.41; number 50, H, carries 0.24; number 51, H, carries 0.37; number 52, H, carries 0.47; number 53, H, carries 0.44; number 54, H, carries 0.42; number 55, H, carries 0.39; number 56, H, carries 0.37; number 57, H, carries 0.55; number 58, H, carries 0.35; number 59, H, carries 0.16; number 60, C, carries -2.09; number 61, C, carries 2.01; number 62, C, carries -1.29; number 63, C, carries -1.00; number 64, C, carries -1.31; number 65, C, carries 1.62; number 66, N, carries 1.06; number 67, O, carries -0.70; number 68, C, carries -1.90; number 69, C, carries -1.63; number 70, C, carries -1.62; number 71, H, carries 0.44; number 72, H, carries 0.26; number 73, H, carries 0.66; number 74, H, carries 0.03; number 75, H, carries 0.67; number 76, H, carries 0.32; number 77, H, carries 0.49; number 78, H, carries 0.41; number 79, H, carries 0.26; number 80, H, carries 0.43; number 81, H, carries 0.17; number 82, H, carries 0.51; number 83, H, carries 0.25; number 84, H, carries 0.46; number 85, H, carries 0.35; number 86, H, carries 0.30; number 87, H, carries 0.24; number 88, H, carries -0.14; number 89, H, carries 0.36; number 90, C, carries -1.57; number 91, C, carries 2.12; number 92, C, carries -1.25; number 93, C, carries 0.07; number 94, C, carries -0.85; number 95, C, carries 1.92; number 96, N, carries 0.16; number 97, O, carries -0.54; number 98, C, carries -1.70; number 99, C, carries -1.59

# 3
ORCA calculation (the ωB97M-V functional and the def2-TZVPD basis) on a single C4H4N2O molecule at a distorted geometry.

The relative energy (zero: lowest compared OMol25 entry of this formula, charge and spin) is 174.2 kJ/mol. Its HOMO energy is -0.3725 Ha. As for the total charge: 0. The calculation puts the largest force on an atom at 3.92 eV Å⁻¹. As for the SMILES: CC1=NC(=O)C=N1.

Positions of all 11 atoms, in Å:
1 C 1.74922 -0.47352 0.06446
2 C 0.37576 -0.17393 -0.19122
3 C -1.82330 -0.33171 -0.09253
4 C -1.33605 1.18670 -0.13677
5 H 2.51182 0.34215 0.10368
6 H 1.92233 -0.91707 1.10793
7 H 2.05775 -1.19248 -0.62331
8 H -1.86268 2.20939 -0.00608
9 N -0.58427 -1.03074 -0.31955
10 N -0.09961 1.12968 -0.03636
11 O -2.91097 -0.74849 0.12976

In elementary charge units, the Mulliken charges are: number 1, C, carries -1.01; number 2, C, carries 0.72; number 3, C, carries 0.44; number 4, C, carries 0.02; number 5, H, carries 0.32; number 6, H, carries 0.25; number 7, H, carries 0.32; number 8, H, carries 0.33; number 9, N, carries -0.53; number 10, N, carries -0.43; number 11, O, carries -0.44